No. 1
52
Properties=species:S:1:pos:R:3 method="wB97M-V/def2-TZVPD" gap_ev="7.35 / 6.74" multiplicity=2 e_homo_ev="-9.611 / -10.683" charge=+1
Fe -0.320 0.388 -0.399
C 4.291 -0.356 -0.047
N 3.394 -0.117 1.080
C 3.937 -0.414 2.397
C 2.131 0.233 0.858
O 1.685 0.440 -0.280
C 1.195 0.388 2.053
O -0.115 0.725 1.608
C -0.624 2.009 1.959
C -0.630 2.899 0.720
O -0.318 2.383 -0.364
N -0.970 4.177 0.833
C -1.019 5.030 -0.350
C -1.349 4.817 2.083
H 5.220 0.190 0.111
H 3.822 -0.017 -0.963
H 4.515 -1.421 -0.123
H 4.939 0.007 2.468
H 4.002 -1.492 2.556
H 3.337 0.024 3.189
H 1.573 1.162 2.724
H 1.127 -0.550 2.605
H -0.031 2.444 2.763
H -1.645 1.863 2.316
H -0.675 4.472 -1.214
H -0.380 5.900 -0.196
H -2.043 5.367 -0.515
H -1.428 4.101 2.896
H -2.321 5.295 1.962
H -0.617 5.580 2.354
O -5.020 0.019 -5.222
C -4.193 0.078 -4.367
S -4.576 0.131 -2.625
C -2.932 0.185 -2.056
C -1.925 0.180 -3.029
S -0.272 0.197 -2.661
S -2.440 0.123 -4.691
S -2.602 0.202 -0.399
O -0.173 -1.605 0.075
S 0.597 -2.742 -0.586
C 0.198 -4.162 0.492
C -0.541 -5.195 -0.351
C -1.387 -4.398 -1.336
C -0.432 -3.380 -1.945
H -0.454 -3.711 1.242
H 1.105 -4.528 0.969
H -1.133 -5.851 0.286
H 0.171 -5.821 -0.895
H -2.197 -3.882 -0.816
H -1.829 -5.028 -2.106
H -0.897 -2.507 -2.396
H 0.250 -3.833 -2.667

=====

No. 2
9
Properties=species:S:1:pos:R:3 method="wB97M-V/def2-TZVPD" gap_ev="8.46 / 8.46" e_homo_ev="-8.869 / -8.868" e_above_lowest_kcal_mol=138.9 charge=0
N -1.766 0.229 0.292
C 1.227 -0.405 -0.154
N -0.768 -0.621 0.062
N 0.341 -0.275 0.809
N 2.365 -0.038 -0.526
H -1.579 1.166 0.627
H -2.670 -0.045 -0.059
H 2.693 0.803 -0.044
H 0.157 -0.813 -1.007

=====

No. 3
52
Properties=species:S:1:pos:R:3 method="wB97M-V/def2-TZVPD" gap_ev="5.44 / 5.54" multiplicity=4 e_homo_ev="-14.441 / -14.441" charge=+2
C 0.495 0.395 -7.842
C 0.281 -0.363 -6.565
H 0.412 -0.294 -8.702
H 1.485 0.857 -7.821
H -0.254 1.186 -7.917
O 0.046 -1.547 -6.430
I 0.439 0.949 -4.784
Er 0.040 0.196 -0.061
P -2.379 0.586 -0.213
C -3.478 -0.584 0.532
C -2.667 2.174 0.565
H -3.711 2.438 0.375
H -3.846 1.104 -1.964
H -2.001 2.939 0.136
H -2.146 1.476 -2.424
H -3.279 -0.693 1.608
H -2.482 2.124 1.647
C -2.811 0.756 -1.926
H -4.494 -0.211 0.378
H -2.720 -0.210 -2.444
H -3.370 -1.573 0.064
P 2.436 -0.342 0.053
C 2.939 -1.825 0.876
C 3.075 -0.374 -1.607
H 2.921 1.991 0.404
H 4.288 0.895 0.811
H 2.906 1.082 1.940
C 3.208 1.046 0.886
H 2.777 0.531 -2.156
H 4.163 -0.432 -1.530
H 4.031 -1.854 0.833
H 2.520 -2.707 0.378
H 2.690 -1.248 -2.152
H 2.606 -1.826 1.922
C -0.361 -1.624 0.919
O -0.597 -2.659 1.561
O 1.500 -0.237 3.179
C 0.413 0.261 3.222
O -0.320 0.593 2.174
C -0.237 0.464 4.586
C -1.603 0.746 4.745
C -2.190 0.789 5.996
C -1.414 0.548 7.149
C -0.038 0.266 7.008
C 0.529 0.219 5.751
N -2.004 0.564 8.424
O -3.298 0.792 8.554
O -1.274 0.337 9.499
H -2.225 0.917 3.860
H -3.252 0.996 6.089
H 0.571 0.076 7.886
H 1.592 -0.021 5.667

=====

No. 4
8
Properties=species:S:1:pos:R:3 method="wB97M-V/def2-TZVPD" gap_ev=8.81 e_homo_ev=-9.849 e_above_lowest_kcal_mol=41.4 charge=0
C 0.901 -0.352 -0.685
O -1.256 1.769 0.057
F 1.848 0.569 -0.401
F 1.147 -1.514 -0.143
S -0.279 0.417 2.364
S -0.805 0.516 0.612
Cl -2.099 -1.043 0.046
H 0.543 -0.361 -1.850

=====

No. 5
81
Properties=species:S:1:pos:R:3 method="wB97M-V/def2-TZVPD" gap_ev="2.78 / 2.78" e_homo_ev="-11.913 / -11.913" e_above_lowest_kcal_mol=12.2 charge=+2
Sn 3.154 2.431 2.286
C 4.191 -2.664 -0.422
C 3.452 -1.585 -0.703
C 1.945 -1.470 -0.811
C 1.307 -0.958 0.494
C 1.338 -1.873 1.702
C 2.004 -3.030 1.794
C 2.246 -3.955 0.630
C 3.702 -3.977 0.128
C 2.833 1.191 4.125
H 5.278 -2.567 -0.441
H 3.974 -0.682 -0.989
H 1.423 -2.369 -1.170
H 1.765 -0.719 -1.594
H 1.766 0.028 0.707
H 0.248 -0.755 0.281
H 0.825 -1.459 2.573
H 2.281 -3.428 2.781
H 1.597 -3.650 -0.196
H 1.967 -4.973 0.921
H 4.366 -4.247 0.960
H 3.804 -4.803 -0.590
H 3.743 1.080 4.724
H 2.534 0.224 3.714
H 2.032 1.634 4.725
P -3.227 0.732 0.494
P -1.724 1.914 -2.316
N -3.818 -0.856 0.997
N -4.665 1.558 1.192
N -1.519 0.383 -3.199
N -1.726 2.903 -3.787
C -3.968 0.577 -1.213
C -3.569 1.735 -2.147
C -3.187 -1.613 1.992
C -3.973 -2.728 2.255
C -5.126 -2.656 1.414
C -5.005 -1.503 0.645
C -4.539 2.583 2.133
C -5.798 3.133 2.377
C -6.741 2.418 1.566
C -6.022 1.455 0.869
C -0.599 -0.559 -2.719
C -0.766 -1.749 -3.416
C -1.852 -1.561 -4.325
C -2.332 -0.271 -4.128
C -2.155 2.708 -5.104
C -2.002 3.897 -5.813
C -1.506 4.875 -4.888
C -1.373 4.261 -3.654
H -5.070 0.540 -1.194
H -3.619 -0.393 -1.609
H -4.064 1.601 -3.124
H -3.908 2.699 -1.732
H -2.227 -1.291 2.375
H -3.746 -3.513 2.957
H -5.948 -3.352 1.357
H -5.632 -1.135 -0.148
H -3.563 2.828 2.530
H -6.021 3.961 3.040
H -7.808 2.597 1.481
H -6.384 0.730 0.159
H 0.036 -0.272 -1.892
H -0.197 -2.660 -3.265
H -2.251 -2.282 -5.018
H -3.198 0.210 -4.553
H -2.523 1.759 -5.453
H -2.212 4.041 -6.859
H -1.269 5.905 -5.112
H -1.070 4.635 -2.687
F 9.508 -0.181 3.792
C 8.285 0.082 3.296
C 7.537 -0.925 2.684
F 8.123 -2.114 2.438
C 6.231 -0.664 2.293
F 5.413 -1.697 1.949
C 5.703 0.653 2.326
O 4.458 0.884 1.933
C 6.534 1.666 2.849
F 6.062 2.950 2.882
C 7.760 1.364 3.402
F 8.477 2.312 4.049

=====

No. 6
19
Properties=species:S:1:pos:R:3 method="wB97M-V/def2-TZVPD" gap_ev=9.78 smiles=C[C@H]1NC[C@@H](N)[C@H]1F e_homo_ev=-8.914 e_above_lowest_kcal_mol=6.8 charge=0
C 2.270 -0.483 -0.365
C 1.180 0.159 0.474
N 0.833 1.487 -0.070
C -0.576 1.384 -0.503
C -1.202 0.321 0.400
N -2.294 -0.417 -0.088
C -0.053 -0.671 0.648
F -0.144 -1.624 -0.343
H 3.192 0.194 -0.364
H 1.935 -0.700 -1.405
H 2.518 -1.427 0.092
H 1.549 0.332 1.463
H 0.820 2.126 0.750
H -1.061 2.357 -0.384
H -0.586 1.146 -1.557
H -1.464 0.768 1.356
H -2.016 -0.867 -0.942
H -3.071 0.172 -0.351
H -0.015 -1.241 1.614

=====

No. 7
13
Properties=species:S:1:pos:R:3 method="wB97M-V/def2-TZVPD" gap_ev=7.34 e_homo_ev=-8.749 e_above_lowest_kcal_mol=216.0 charge=0
C 1.061 1.305 0.577
C -0.369 -0.550 0.224
C -0.131 -1.519 1.118
C -0.672 -1.000 -1.202
H -0.594 2.192 -1.490
H 1.852 0.632 0.726
H -0.322 -2.608 1.014
H 0.258 -1.261 2.172
H -0.261 -2.366 -1.449
N -0.176 0.787 0.179
O -1.237 1.681 0.058
O -0.860 -0.174 -2.096
S 1.450 2.882 0.171

=====

In the order shown, the computed maximum force values come out to 0.54 1.87 15.46 3.74 3.76 1.84 6.08 eV Å⁻¹.